# 1
The following is a DFT calculation (ωB97M-V with the def2-TZVPD basis set) of C11H12NP in the gas phase.

Positions of all 25 atoms, in Å:
C -3.5155 -1.0745 0.2162
C -3.4584 0.3007 -0.0887
C -2.3861 -1.7908 0.5303
C 2.8848 -1.3062 -0.8020
C 3.6653 -0.9410 0.2859
C -2.2552 0.9618 0.0106
C -1.1518 -1.1025 0.6102
C 1.8227 -0.5255 -0.8000
C 2.9495 -0.0379 0.9446
C -1.1105 0.2786 0.3956
C 0.5903 2.4069 -0.4970
N 1.8010 0.2213 0.3347
P 0.4268 1.2048 0.8274
H -4.5033 -1.6068 0.0530
H -4.4239 0.9155 -0.2701
H -2.4219 -2.8183 0.3401
H 3.0264 -2.0311 -1.5873
H 4.6775 -1.3094 0.5276
H -2.2029 1.9913 -0.0553
H -0.2224 -1.6225 0.7695
H 0.8913 -0.6570 -1.4843
H 3.1542 0.4444 1.8399
H -0.0663 3.3868 -0.1825
H 0.2552 1.9704 -1.4434
H 1.5734 2.7409 -0.4750

SMILES = CP(c1ccccc1)n1cccc1
Total energy = -822.41483 hartree
Relative energy (zero: lowest compared OMol25 entry of this formula, charge and spin) = 0.126 eV

# 2
The following is a DFT calculation (ωB97M-V with the def2-TZVPD basis set) of a molecular structure, C11H12OS.

Positions of all 25 atoms, in Å:
C 3.4539 -2.3339 -0.0490
C 2.7427 -2.6827 -1.4338
C 1.1203 -0.4184 -1.2317
C 0.5362 0.8543 -1.6758
C -0.2595 1.6467 -0.8803
C -0.9995 1.5591 0.3495
C -2.0270 2.5519 0.2475
C -3.1837 2.5121 1.1203
C -3.2632 1.4307 1.9812
C -2.2419 0.5258 2.1670
C -1.1104 0.5247 1.3236
H 4.2921 -1.4487 0.1184
H 3.8610 -3.4625 0.2259
H 2.3559 -2.3581 0.7365
H 3.2658 -3.5279 -2.0127
H 1.9130 -3.2722 -1.0908
H 0.5573 1.0569 -2.8247
H -0.7450 2.5182 -1.5026
H -2.2685 3.1994 -0.6791
H -4.2371 3.1438 0.9139
H -4.2182 1.1061 2.5805
H -2.5135 -0.5906 2.6692
H -0.2234 -0.1616 1.5894
O 0.9150 -1.1916 -0.1989
S 2.2779 -1.1816 -2.4435

Total energy = -899.57674 hartree
Relative energy (zero: lowest compared OMol25 entry of this formula, charge and spin) = 3.085 eV

# 3
The following is a DFT calculation (ωB97M-V with the def2-TZVPD basis set) of 3 unconnected molecules or ions with the total composition C11H13Br2N4O4.

Positions of all 34 atoms, in Å:
C -0.5804 1.3671 -1.3253
C -0.4524 0.6267 -0.3952
C -0.3816 0.0785 0.8947
N 0.7863 0.1081 1.5183
N 0.8155 -0.4093 2.7208
C -0.1949 -0.9533 3.3884
C -1.4218 -1.0120 2.7745
C -1.5193 -0.5006 1.5198
C -2.7835 -0.5777 0.7827
Br -3.0539 -2.2535 -0.0622
C -3.6583 0.4227 0.7084
C -3.4406 1.7338 1.4005
Br -5.2646 0.2882 -0.2428
H -0.6710 2.0191 -2.1604
H 1.7248 -0.3885 3.1718
H -0.0124 -1.3351 4.3745
H -2.2624 -1.4592 3.2728
H -3.9032 1.6965 2.3830
H -2.3882 1.9668 1.5027
H -3.9200 2.5208 0.8330
C 1.4961 -2.2267 -0.7543
N 2.3318 -3.3894 -1.1618
O 3.0928 -3.8428 -0.3318
O 2.1878 -3.7916 -2.2912
H 1.7435 -1.9870 0.2714
H 1.7320 -1.4000 -1.4191
H 0.4522 -2.5158 -0.8532
C 3.4272 2.2156 -2.7682
N 1.9898 2.1107 -3.1417
O 1.5559 1.0144 -3.4286
O 1.3373 3.1339 -3.1259
H 3.8678 1.2277 -2.8245
H 3.8961 2.8969 -3.4713
H 3.4716 2.6149 -1.7595

Total charge = +1
Total energy = -6094.41622 hartree

| no. | E_HOMO (eV) | HOMO-LUMO gap (Ha) | F_max (eV/A) |
| --- | --- | --- | --- |
| 1 | -8.41 | 0.342 | 5.3 |
| 2 | -8.82 | 0.302 | 6.0 |
| 3 | -12.60 | 0.266 | 1.1 |